# C52H117F3O26

9 unconnected molecules or ions with the total composition C52H117F3O26 at a distorted geometry (ωB97M-V/def2-TZVPD, the Open Molecules 2025 dataset).

```
198
Properties=species:S:1:pos:R:3
C -19.79161 -14.30660 -3.94042
C -19.28128 -14.37256 -5.35987
O -18.40570 -13.33705 -5.72749
C -18.88007 -12.17916 -6.11803
O -20.00665 -11.89229 -6.36820
C -17.73891 -11.16026 -6.28850
F -17.60153 -10.50599 -5.13472
F -16.57741 -11.73090 -6.58769
F -18.06201 -10.32226 -7.26046
H -18.96912 -14.16640 -3.23280
H -20.30002 -15.23258 -3.68356
H -20.43101 -13.43146 -3.80783
H -20.15969 -14.40181 -6.01800
H -18.82289 -15.33728 -5.57919
C -18.66352 -15.77062 0.10143
O -19.20142 -16.24477 1.32095
C -20.08190 -17.34652 1.17078
C -21.39749 -17.11738 0.42323
O -21.19247 -16.95790 -0.96258
C -22.36820 -16.55307 -1.64307
C -23.60709 -17.42686 -1.50266
O -24.08302 -17.45238 -0.16510
C -25.22230 -18.26006 0.00776
H -18.11244 -16.51928 -0.47401
H -17.99299 -14.93780 0.31418
H -19.45779 -15.36440 -0.52717
H -20.29134 -17.66020 2.19446
H -19.50753 -18.17175 0.72581
H -21.80196 -16.21156 0.89096
H -22.03257 -17.96888 0.66309
H -22.20530 -16.52150 -2.72113
H -22.67707 -15.53750 -1.37455
H -23.34586 -18.45755 -1.77429
H -24.41580 -17.08270 -2.15507
H -25.09881 -19.27639 -0.38359
H -26.06690 -17.78810 -0.50253
H -25.42892 -18.38142 1.06840
C -18.50065 -12.05974 -10.04287
O -18.25470 -13.27831 -9.37465
C -19.42177 -14.04137 -9.20723
C -19.07106 -15.43871 -8.73937
O -20.20637 -16.25391 -8.90432
C -20.00928 -17.58250 -8.49446
C -21.17081 -18.46618 -8.90663
O -22.21457 -18.30077 -7.94834
C -23.36052 -19.01981 -8.33787
H -19.36546 -11.48393 -9.69192
H -18.70780 -12.29405 -11.09267
H -17.64293 -11.40620 -9.90604
H -20.01851 -14.06496 -10.13312
H -20.17146 -13.54333 -8.57386
H -18.77437 -15.43544 -7.68755
H -18.21987 -15.82333 -9.31091
H -19.89229 -17.64654 -7.40704
H -19.15085 -17.99697 -9.04178
H -20.82471 -19.49994 -8.96958
H -21.51081 -18.11774 -9.88784
H -24.11142 -18.86002 -7.55512
H -23.24793 -20.10950 -8.30196
H -23.76762 -18.63596 -9.27702
C -9.08810 -11.17496 -2.76359
O -9.76669 -10.33196 -3.64186
C -10.90211 -9.72617 -3.02125
C -11.57943 -8.81954 -4.02435
O -12.98838 -9.03077 -3.94145
C -13.73636 -7.94600 -4.49209
C -15.14786 -8.39189 -4.79314
O -15.88034 -7.46583 -5.57158
C -15.54297 -7.41162 -6.92739
H -8.30876 -11.75278 -3.26000
H -9.72677 -11.93499 -2.29026
H -8.62827 -10.57632 -1.96400
H -10.50117 -9.13052 -2.19651
H -11.56219 -10.52985 -2.68934
H -11.29275 -8.92198 -5.07311
H -11.35204 -7.77629 -3.77853
H -13.24514 -7.59579 -5.40286
H -13.77942 -7.17244 -3.72343
H -15.71205 -8.44792 -3.86066
H -15.21795 -9.36598 -5.29030
H -15.54146 -8.41090 -7.38708
H -14.58166 -6.91883 -7.09646
H -16.30459 -6.89012 -7.50878
C -20.30005 -9.92413 -3.19516
O -20.49847 -8.55012 -3.53988
C -19.29690 -7.86964 -3.87546
C -19.42145 -6.40728 -3.50979
O -19.31441 -6.08159 -2.12926
C -20.20229 -6.74434 -1.24881
C -21.66646 -6.34085 -1.40048
O -21.96086 -5.03851 -0.94066
C -21.41921 -3.96889 -1.67410
H -21.30874 -10.28792 -3.01434
H -19.60822 -9.93154 -2.35063
H -19.88903 -10.48708 -4.03577
H -19.09650 -7.92861 -4.94990
H -18.43476 -8.28713 -3.34236
H -20.30622 -5.95551 -3.96110
H -18.51240 -5.98295 -3.94534
H -19.84673 -6.46439 -0.25481
H -20.10961 -7.83180 -1.31771
H -22.32008 -7.00223 -0.82988
H -22.00317 -6.40272 -2.44458
H -20.33738 -3.85916 -1.62592
H -21.90995 -3.07223 -1.28964
H -21.76556 -3.99911 -2.71705
C -16.29104 -16.39966 -4.83725
O -16.50343 -16.34596 -3.42902
C -15.77447 -15.34785 -2.76261
C -15.76464 -13.93169 -3.32136
O -15.22260 -13.15315 -2.28170
C -14.77596 -11.82825 -2.57268
C -15.46960 -10.85113 -1.60132
O -16.87090 -10.89185 -1.67318
C -17.48270 -11.78516 -0.76142
H -16.58006 -15.42441 -5.23032
H -16.98206 -17.13994 -5.23883
H -15.27033 -16.73807 -5.02374
H -14.72799 -15.65095 -2.61827
H -16.18715 -15.23914 -1.75819
H -16.79629 -13.58258 -3.49197
H -15.26424 -13.83019 -4.29157
H -14.98186 -11.52406 -3.59890
H -13.70738 -11.84654 -2.35003
H -15.20371 -9.84113 -1.93632
H -15.03052 -10.89655 -0.59899
H -17.37408 -11.40388 0.26132
H -17.15967 -12.82561 -0.80643
H -18.54892 -11.72718 -0.99637
C -19.80079 -5.93399 -7.09395
O -20.77962 -6.91182 -7.38313
C -20.24912 -8.15273 -7.72121
C -21.20806 -9.02517 -8.47828
O -21.33364 -8.66071 -9.84500
C -22.28295 -9.42054 -10.55311
C -22.55343 -8.81376 -11.90513
O -21.44596 -8.96107 -12.75106
C -21.62120 -8.46620 -14.05735
H -20.33747 -4.98821 -7.13430
H -18.91765 -5.95654 -7.73430
H -19.41618 -6.01174 -6.06848
H -19.98677 -8.74965 -6.83452
H -19.34659 -8.16567 -8.35057
H -22.20746 -9.03360 -8.02447
H -20.83579 -10.05708 -8.54547
H -23.22138 -9.49285 -9.98796
H -21.91672 -10.45501 -10.61842
H -22.90964 -7.79270 -11.73212
H -23.38385 -9.39474 -12.32884
H -20.66422 -8.61565 -14.55254
H -21.82497 -7.39117 -14.02893
H -22.40637 -8.94967 -14.64556
C -23.18325 -13.57790 -5.15866
O -22.59658 -14.78349 -5.63761
C -22.52406 -14.86895 -7.06549
C -23.84378 -15.33637 -7.64775
O -24.78632 -14.28889 -7.67162
C -26.09829 -14.67549 -8.01307
C -26.26348 -15.51704 -9.26312
O -25.56562 -14.95738 -10.34800
C -25.63882 -15.81032 -11.46851
H -22.55503 -12.73639 -5.46647
H -23.24810 -13.59683 -4.07040
H -24.20332 -13.47709 -5.52912
H -21.79823 -15.66387 -7.22673
H -22.10091 -13.95665 -7.49611
H -24.23338 -16.19111 -7.08016
H -23.64975 -15.71049 -8.66467
H -26.62263 -13.72221 -8.13069
H -26.61851 -15.10947 -7.14864
H -27.34293 -15.54650 -9.46374
H -25.98663 -16.55974 -9.06120
H -25.05644 -16.72673 -11.34122
H -25.17456 -15.27453 -12.29899
H -26.65799 -16.02553 -11.80006
C -25.74256 -8.02091 -3.33068
O -26.97910 -8.50928 -2.90174
C -26.96964 -9.75432 -2.26555
C -26.37778 -10.89569 -3.04118
O -27.03732 -11.07238 -4.27800
C -26.37619 -11.89447 -5.22671
C -25.19679 -11.22481 -5.88311
O -24.08225 -11.10939 -5.03581
C -23.04819 -10.29996 -5.58809
H -25.88625 -7.02167 -3.74864
H -25.36410 -8.58137 -4.19624
H -25.01130 -7.95114 -2.51896
H -27.99980 -9.96811 -1.97116
H -26.46401 -9.72857 -1.28763
H -26.46046 -11.81298 -2.44190
H -25.30780 -10.74035 -3.21095
H -27.11281 -12.11554 -5.99874
H -26.13822 -12.83988 -4.72525
H -25.55663 -10.31110 -6.36992
H -24.89766 -11.88643 -6.71226
H -22.52357 -10.85484 -6.36990
H -22.31210 -10.05585 -4.82484
H -23.51150 -9.38653 -5.96358
```

Results
HOMO energy   -8.8995 eV
LUMO   0.0178 Eh
Frontier orbital gap   9.38 eV
Calculated total energy   -4306.82310 a.u.
F_max   2.61 eV Å⁻¹
SMILES   CCOC(=O)C(F)(F)F.COCCOCCOC.COCCOCCOC.COCCOCCOC.COCCOCCOC.COCCOCCOC.COCCOCCOC.COCCOCCOC.COCCOCCOC